Density functional theory data (ωB97M-V/def2-TZVPD) for 13 unconnected molecules or ions with the total composition C55H93F17NO13.

## Properties
2S+1: 2
<S²>: 0.755
E_tot (eV): -132831.272
Kohn-Sham gap (alpha / beta) (eV): 7.06 / 7.60
E_LUMO (alpha / beta) (eV): -1.28 / -1.28
HOMO (alpha / beta) (eV): -8.34 / -8.88

```
179
Properties=species:S:1:pos:R:3:forces:R:3:lowdin_charge:R:1
C -4.78000 -4.43325 3.12185 0.821 -0.352 -1.161 -0.061
C -3.26187 -3.87856 2.71464 0.475 -2.709 1.850 -0.419
C -2.25005 -4.55912 3.86016 -0.076 1.168 0.681 -0.075
C -2.78038 -4.49781 1.27596 0.009 -0.454 -0.242 -0.098
C -3.27996 -3.65054 -0.03654 -0.442 0.060 0.520 -0.267
C -2.78468 -4.25252 -1.47928 -0.118 0.246 -0.193 -0.136
C -1.22227 -3.93611 -1.86425 0.145 -0.155 -0.643 -0.077
C -0.24103 -5.26114 -1.74095 -1.400 -0.699 -1.595 -0.179
F -0.39287 -5.98816 -3.05680 0.531 1.766 3.894 -0.029
F -0.64593 -6.22824 -0.69765 1.536 2.836 -2.896 0.010
C 1.38165 -4.85599 -1.67858 -0.711 -1.522 -2.728 -0.097
F 2.07603 -6.02734 -2.33392 -1.525 4.058 2.396 0.015
F 1.50878 -3.68028 -2.58320 0.100 -3.494 3.060 0.024
C 1.89548 -4.60720 -0.14304 -1.436 -2.519 1.430 -0.089
F 0.78080 -3.97071 0.59084 3.793 -1.491 -2.129 0.040
F 2.03890 -5.98639 0.46129 -0.520 4.469 -1.984 0.031
C 3.35630 -3.89857 0.01851 2.374 -2.645 -1.568 -0.068
F 4.13495 -4.71298 1.01578 -2.428 3.400 -2.736 0.037
F 4.08676 -4.16368 -1.28157 -2.497 0.950 4.089 0.037
C 3.39592 -2.30119 0.22942 0.916 2.606 -2.615 -0.081
F 4.75543 -1.82641 -0.23009 -4.415 -1.651 1.881 0.039
F 2.43482 -1.61688 -0.71583 2.921 -2.657 3.150 0.041
C 3.10776 -1.67989 1.69790 -1.286 4.086 0.472 -0.069
F 3.48235 -0.21472 1.57455 -1.068 -4.712 0.119 0.022
F 1.64486 -1.60725 2.07531 5.181 -0.912 -1.296 0.047
C 4.03582 -2.22112 2.93314 2.617 2.043 1.641 -0.053
F 4.21777 -1.02580 3.84342 -0.755 -4.099 -3.158 0.003
F 5.44822 -2.57076 2.52401 -5.022 0.932 1.054 0.030
C 3.37651 -3.38305 3.87124 -1.633 -1.932 3.750 -0.117
F 4.39214 -4.30276 4.50821 -3.653 3.369 -2.717 0.031
F 2.31542 -4.20036 3.25348 4.041 2.967 1.829 0.063
F 2.73128 -2.67231 5.03799 2.086 -2.565 -4.127 0.026
C -2.89306 -2.07956 0.22782 -0.136 -0.423 0.687 -0.094
C -3.56033 -1.60553 1.65557 -1.082 3.316 -1.319 -0.414
C -5.22294 -1.44892 1.56096 0.534 -0.342 0.994 -0.053
C -3.01790 -0.04113 1.89690 -0.947 -0.231 0.341 -0.068
N -3.09902 -2.38485 2.86469 3.009 -0.066 -2.692 -0.090
O -1.78426 -2.03805 3.03070 -2.752 -1.259 0.255 -0.067
H -4.63470 -5.59855 3.32439 -0.460 2.606 -0.364 0.089
H -5.22308 -3.90391 4.06670 0.849 -0.948 -1.973 0.096
H -5.44638 -4.33342 2.15145 1.004 -0.105 2.277 0.072
H -2.61086 -5.62046 4.20266 0.809 1.949 -1.018 0.081
H -2.31707 -3.85880 4.82333 0.180 -1.516 -2.057 0.100
H -1.11793 -4.52948 3.50744 -2.527 -0.255 0.742 0.082
H -1.60768 -4.60429 1.31606 -2.281 0.428 -0.244 0.106
H -3.19829 -5.61430 1.22114 0.834 2.397 0.107 0.142
H -4.47112 -3.71404 -0.04001 2.526 0.136 -0.090 0.136
H -3.47113 -3.75789 -2.32119 1.612 -1.055 1.851 0.134
H -2.93255 -5.41332 -1.56556 0.131 2.249 0.343 0.127
H -0.73332 -3.04966 -1.27637 -1.100 -1.793 -0.930 0.112
H -1.22335 -3.61929 -3.01485 0.373 -0.936 2.569 0.148
H -3.31267 -1.35739 -0.60584 0.855 -1.507 1.643 0.145
H -1.71776 -1.90941 0.34812 -2.513 -0.482 -0.336 0.123
H -5.75008 -2.40879 1.14882 0.963 1.872 0.680 0.058
H -5.56771 -1.31612 2.69613 0.555 -0.151 -2.515 0.104
H -5.52677 -0.49929 0.92347 0.748 -2.224 1.391 0.068
H -3.72876 0.70684 1.32067 1.584 -1.603 0.924 0.091
H -1.90671 0.10885 1.54976 -2.461 -0.355 0.956 0.065
H -3.18002 0.18383 3.04672 0.707 -0.396 -2.366 0.091
C 7.20234 -5.12383 4.73681 -0.142 -0.301 0.348 -0.035
C 8.56399 -5.18212 5.37581 0.257 -0.980 1.399 -0.490
O 8.76806 -5.85655 6.38391 -0.260 0.917 -1.323 0.053
C 9.66659 -4.38330 4.73358 0.378 -0.131 0.324 -0.027
H 6.50678 -5.74841 5.30733 0.186 0.145 -0.114 0.085
H 6.83329 -4.09509 4.74177 0.086 -0.068 -0.224 0.060
H 7.25549 -5.50427 3.71361 -0.044 0.237 -0.030 0.093
H 9.40738 -3.32161 4.73843 -0.017 -0.049 -0.237 0.078
H 9.82948 -4.73075 3.71026 -0.102 0.217 -0.018 0.087
H 10.59255 -4.52064 5.30200 -0.226 0.015 -0.113 0.086
C -9.28742 -0.21240 -1.45251 0.366 -0.268 -0.233 -0.027
C -8.41764 0.49099 -0.44527 1.664 -0.240 0.059 -0.482
O -7.20219 0.30585 -0.41112 -1.656 0.279 -0.124 0.037
C -9.09251 1.42991 0.51872 0.420 0.141 0.259 -0.026
H -8.66501 -0.85739 -2.08179 -0.119 0.158 0.160 0.085
H -10.02509 -0.83296 -0.93745 -0.115 0.179 -0.086 0.086
H -9.78628 0.52204 -2.08988 -0.162 -0.086 0.138 0.085
H -9.82142 0.88255 1.12162 -0.122 0.126 -0.145 0.086
H -9.58266 2.23748 -0.03085 -0.168 -0.135 0.075 0.085
H -8.34178 1.86560 1.18652 -0.148 -0.118 -0.168 0.087
C 1.08398 2.72410 0.20603 0.100 -0.577 0.350 -0.020
C -0.41560 2.85352 0.22337 -0.988 -0.701 0.626 -0.457
O -1.12018 2.03833 0.81648 1.105 1.083 -0.742 0.041
C -1.01997 4.01916 -0.51306 -0.320 -0.685 0.619 -0.032
H 1.37827 1.83749 0.77762 -0.044 0.163 -0.102 0.074
H 1.43519 2.60952 -0.82259 0.067 0.225 0.036 0.075
H 1.53827 3.60452 0.66754 0.024 -0.061 -0.162 0.074
H -0.76258 3.96225 -1.57368 0.081 0.206 0.144 0.068
H -0.65941 4.95723 -0.08359 0.114 0.043 -0.213 0.094
H -2.11016 3.98469 -0.41460 0.700 -0.123 0.109 0.069
C 0.10373 1.14599 4.95474 -0.293 0.060 -0.439 -0.014
C -0.79735 0.20801 5.71241 -1.618 -0.606 -0.816 -0.482
O -1.85635 -0.18961 5.22954 1.459 0.660 0.887 0.043
C -0.35256 -0.22486 7.08394 -0.361 -0.316 0.136 -0.026
H -0.34435 1.37248 3.98143 0.059 -0.091 0.181 0.081
H 0.22106 2.07921 5.51139 0.212 -0.098 0.033 0.086
H 1.07653 0.67550 4.79103 0.059 0.144 0.151 0.078
H -0.25560 0.64723 7.73545 0.216 -0.062 -0.038 0.083
H 0.59989 -0.75640 7.01506 0.060 0.187 0.096 0.077
H -1.10091 -0.90044 7.51164 0.154 0.150 -0.126 0.084
C 0.28176 -6.54807 -5.98676 -0.183 -0.333 0.487 -0.034
C -1.03792 -6.03681 -6.49945 -1.245 -0.108 0.686 -0.488
O -2.07841 -6.20705 -5.86608 1.232 0.183 -0.719 0.044
C -1.03540 -5.30899 -7.81724 -0.583 -0.053 0.378 -0.048
H 0.12743 -7.05197 -5.02673 0.058 0.134 -0.281 0.066
H 0.70251 -7.26629 -6.69504 0.126 0.203 -0.055 0.085
H 0.97079 -5.71306 -5.83677 0.078 -0.108 -0.162 0.086
H -0.67342 -5.97198 -8.60706 0.100 0.207 0.039 0.083
H -0.40506 -4.41881 -7.74877 0.114 -0.129 -0.150 0.090
H -2.05650 -4.99754 -8.06165 0.408 -0.148 0.126 0.069
C -4.60423 5.67847 -3.52323 -0.139 -0.295 0.323 -0.019
C -3.24258 5.62018 -2.88424 -0.090 -0.795 0.981 -0.457
O -3.03852 4.94575 -1.87613 -0.743 1.293 -1.668 0.019
C -2.13999 6.41900 -3.52647 0.385 -0.155 0.469 -0.010
H -5.29980 5.05389 -2.95271 0.180 0.097 -0.106 0.087
H -4.97328 6.70721 -3.51827 0.078 -0.093 -0.218 0.050
H -4.55109 5.29803 -4.54643 -0.008 0.203 -0.031 0.089
H -2.39919 7.48069 -3.52161 -0.074 -0.060 -0.238 0.086
H -1.97709 6.07155 -4.54978 -0.093 0.202 -0.019 0.092
H -1.21402 6.28166 -2.95804 -0.222 0.015 -0.185 0.053
C 3.04465 7.25263 -3.17631 -0.324 0.025 -0.429 -0.022
C 2.14358 6.31465 -2.41864 -1.211 -0.461 -0.509 -0.471
O 1.08457 5.91702 -2.90151 1.321 0.408 0.507 0.029
C 2.58836 5.88178 -1.04711 -0.455 -0.263 0.058 -0.010
H 2.59657 7.47912 -4.14963 0.081 -0.062 0.222 0.086
H 3.16198 8.18585 -2.61967 0.204 -0.122 0.020 0.088
H 4.01745 6.78213 -3.34002 0.037 0.164 0.170 0.087
H 2.68532 6.75387 -0.39561 0.226 -0.065 -0.048 0.094
H 3.54081 5.35024 -1.11599 0.055 0.199 0.101 0.095
H 1.84001 5.20619 -0.61941 0.198 0.243 -0.187 0.046
C 0.49526 2.54335 -3.99550 -0.435 -0.114 -0.194 -0.022
C 1.25131 2.43567 -5.29265 -0.858 -0.529 -1.340 -0.485
O 0.69866 2.05817 -6.32455 0.759 0.507 1.309 0.050
C 2.70993 2.80785 -5.27853 0.131 -0.078 -0.486 -0.023
H -0.54560 2.24305 -4.15620 0.235 0.041 0.019 0.091
H 0.93979 1.87908 -3.25007 0.060 0.168 0.073 0.080
H 0.51037 3.57721 -3.64135 0.156 -0.058 0.146 0.059
H 3.25313 2.15536 -4.59034 -0.006 0.191 0.105 0.085
H 2.82367 3.85346 -4.98154 0.042 -0.101 0.187 0.076
H 3.12633 2.68160 -6.28354 -0.116 0.016 0.218 0.084
C 5.86613 -0.66886 6.01182 -0.083 0.563 -0.073 -0.028
C 6.95731 0.00576 6.79923 0.229 1.483 -0.039 -0.466
O 7.12506 1.22299 6.74480 -0.187 -1.654 0.013 0.046
C 7.83546 -0.86659 7.65606 0.276 0.402 0.183 -0.017
H 5.31293 0.08376 5.44002 0.246 -0.159 0.243 0.078
H 6.30196 -1.38790 5.31356 -0.082 -0.103 0.162 0.075
H 5.17310 -1.17065 6.69183 0.102 -0.181 -0.105 0.095
H 8.35906 -1.59437 7.03110 -0.153 -0.137 0.124 0.077
H 7.23016 -1.37718 8.40929 0.068 -0.173 -0.161 0.090
H 8.57811 -0.24403 8.16623 -0.171 -0.130 -0.129 0.086
C 7.87601 6.22202 7.56667 -0.001 0.435 -0.305 -0.032
C 6.76101 5.41949 6.95142 -1.003 0.406 -1.156 -0.491
O 6.10179 5.85878 6.01056 0.851 -0.464 1.132 0.043
C 6.48371 4.05841 7.53183 -0.286 0.076 -0.309 -0.038
H 7.96173 7.18208 7.04671 -0.037 -0.217 0.102 0.082
H 7.65847 6.41327 8.62053 0.169 -0.159 -0.006 0.084
H 8.82152 5.68337 7.46479 -0.064 -0.015 0.225 0.085
H 6.20410 4.15325 8.58407 0.206 -0.057 0.031 0.087
H 7.36718 3.42342 7.42840 -0.136 0.062 0.210 0.067
H 5.65326 3.59479 6.98889 0.262 0.099 0.109 0.082
C -2.52006 -2.59787 -11.50128 0.155 0.115 0.476 -0.023
C -2.40775 -4.09064 -11.34379 0.476 -0.648 1.349 -0.469
O -2.03115 -4.59482 -10.28704 -0.550 0.755 -1.733 0.036
C -2.77417 -4.94293 -12.52939 0.090 -0.450 0.218 -0.025
H -2.22367 -2.11105 -10.56610 -0.065 -0.133 -0.206 0.087
H -1.85497 -2.25730 -12.29890 -0.215 0.016 -0.082 0.086
H -3.55429 -2.32466 -11.72539 0.120 0.029 -0.194 0.086
H -2.12041 -4.70690 -13.37276 -0.207 0.091 -0.053 0.086
H -3.81970 -4.77417 -12.79928 0.128 0.100 -0.164 0.086
H -2.64501 -5.99922 -12.27067 -0.025 0.251 -0.033 0.085
C -5.41662 9.57501 -1.17750 0.312 -0.380 -0.132 -0.020
C -6.25597 9.46979 -2.42257 0.294 -1.043 -1.062 -0.479
O -6.01721 8.62527 -3.28429 -0.329 1.149 1.055 0.041
C -7.39904 10.43787 -2.57263 -0.159 -0.191 -0.462 -0.025
H -4.62943 8.81410 -1.20522 -0.183 0.153 0.004 0.082
H -4.94814 10.56119 -1.12744 -0.169 -0.002 0.160 0.088
H -6.03800 9.40351 -0.29490 0.058 0.219 -0.007 0.089
H -7.01892 11.46244 -2.58479 -0.102 -0.032 0.206 0.087
H -8.10871 10.30479 -1.75219 0.115 0.198 0.040 0.087
H -7.91633 10.24468 -3.51839 0.137 0.025 0.214 0.085
```
Positions in Å, forces in eV/Å.